The following is a DFT calculation (ωB97M-V/def2-TZVPD) of C31H38NPReSi as an isolated structure at a distorted geometry.

## Properties
- charge = +2
- energy relative to the best compared isomer or geometry (same formula, charge and spin) (eV) = 4.576
- LUMO level (alpha / beta) (eV) = -8.076 / -9.127
- 2S+1 = 4
- E_tot (a.u.) = -1967.10925
- Kohn-Sham gap (alpha / beta) (eV) = 4.983 / 3.880

Each line ends with the Mulliken spin population.
Atoms and positions in Å:
1 C -2.57692 0.80340 -4.15053  0.076
2 C -2.26721 -0.43910 -3.59557  -0.032
3 C -1.13690 -0.61289 -2.79778  0.103
4 C -0.54793 0.57513 -2.26231  -0.035
5 C -0.82486 1.85943 -2.84777  0.045
6 C -1.82068 1.93063 -3.88090  0.012
7 C -0.86297 -2.02863 -2.38416  -0.002
8 C 0.48197 -2.70741 -2.06315  0.005
9 N 1.82795 -2.49045 -2.61565  0.009
10 Re -0.36545 1.51564 -0.57045  2.499
11 C -0.03002 3.09790 -2.59800  0.005
12 P 1.35414 2.57072 -1.37420  -0.051
13 H -2.85178 -1.31130 -3.86288  0.001
14 H -2.01890 2.88251 -4.38652  0.001
15 H -3.41925 0.87074 -4.83787  0.001
16 H -0.66086 3.93373 -2.24238  0.005
17 H 0.50668 3.47613 -3.50992  0.022
18 H -1.49011 -2.18920 -1.49337  0.012
19 H -1.33723 -2.63050 -3.16416  0.007
20 H 0.60934 -2.65547 -0.98065  0.000
21 C 2.00381 4.00492 -0.45629  0.041
22 C 2.69214 2.39071 -2.64105  0.035
23 H 0.27434 -3.77492 -2.25419  0.001
24 C 1.94508 -1.55802 -3.71921  0.001
25 C 2.81036 -2.20282 -1.57550  0.000
26 H -1.57835 2.81910 -0.19120  -0.002
27 H 2.38202 -1.99302 -4.63709  0.002
28 H 0.97210 -1.12998 -3.99389  0.003
29 H 2.61808 -0.73179 -3.45125  0.000
30 H 3.68076 -2.87106 -1.56878  0.001
31 H 3.21154 -1.19519 -1.70141  0.001
32 H 2.35448 -2.26595 -0.58581  -0.001
33 H 3.04018 3.34969 -3.07784  -0.001
34 H 3.56104 1.93049 -2.15107  -0.001
35 H 2.38536 1.75474 -3.48547  -0.001
36 H 1.96042 4.95392 -1.00238  0.005
37 H 1.44184 4.09250 0.48014  0.005
38 H 3.04468 3.77815 -0.20695  -0.006
39 H -1.15176 2.82532 0.46221  0.061
40 C -1.73910 3.18089 4.35749  0.052
41 C -0.38597 3.12681 4.01612  -0.017
42 C 0.07893 2.14468 3.13555  0.042
43 C -0.80524 1.19334 2.60949  0.135
44 C -2.13714 1.18194 3.03901  0.063
45 C -2.61232 2.21222 3.85856  -0.004
46 Si -0.10419 -0.05507 1.33625  -0.116
47 C 1.07878 -0.97916 2.56028  -0.022
48 C 2.46193 -1.01285 2.32574  0.000
49 C 3.36023 -1.59460 3.23923  0.002
50 C 2.90404 -2.16724 4.43332  -0.001
51 C 1.53053 -2.15946 4.68811  0.001
52 C 0.63719 -1.57289 3.76461  -0.004
53 C -1.42870 -1.41546 1.11849  -0.002
54 C -1.22246 -2.77396 1.41374  0.005
55 C -2.24477 -3.71956 1.22187  0.002
56 C -3.49133 -3.32233 0.73162  0.001
57 C -3.70712 -1.97523 0.43201  0.006
58 C -2.68191 -1.04123 0.62890  0.015
59 H -2.11338 3.98117 4.99838  0.001
60 H 0.30302 3.86873 4.41131  0.000
61 H 1.12197 2.14795 2.80599  0.011
62 H -2.82281 0.41044 2.68980  0.008
63 H -3.67378 2.26717 4.09207  0.000
64 H 2.85777 -0.56254 1.41636  -0.003
65 H 4.43264 -1.60072 3.02471  0.000
66 H 3.60924 -2.60861 5.14795  0.000
67 H 1.15873 -2.61293 5.61618  0.000
68 H -0.42405 -1.59229 4.02414  0.001
69 H -0.25632 -3.11379 1.79364  -0.001
70 H -2.06216 -4.77292 1.45699  0.000
71 H -4.29137 -4.05490 0.58358  0.000
72 H -4.67496 -1.64172 0.04718  0.000
73 H -2.87303 0.00628 0.35662  0.002


The following is a DFT calculation (ωB97M-V/def2-TZVPD) of one molecule with the formula C4H10NOP at a distorted geometry.

## Properties
- energy relative to the best compared isomer or geometry (same formula, charge and spin) (eV) = 3.235
- LUMO level (alpha / beta) (eV) = -0.264 / -0.265
- E_tot (a.u.) = -629.65309
- Kohn-Sham gap (alpha / beta) (eV) = 8.250 / 8.256

Each line ends with the Löwdin charge.
Atoms and positions in Å:
1 C 0.54637 1.52015 0.30347  -0.226
2 C 1.22036 0.22177 -0.23402  -0.297
3 C -0.91238 1.52567 -0.31463  -0.300
4 C 0.67360 -2.20774 -0.05163  -0.217
5 N 0.71646 -0.90060 0.56720  -0.140
6 O -2.53392 -0.76674 -0.51803  -0.412
7 P -1.59698 -0.02317 0.35551  0.835
8 H 0.45787 1.34220 1.33508  0.068
9 H 1.21715 2.36571 0.15215  0.105
10 H 0.93934 0.07049 -1.21518  0.077
11 H 2.25496 0.24371 -0.03310  0.104
12 H -1.53756 2.17108 0.33272  0.065
13 H -1.02461 1.77513 -1.40443  0.110
14 H 1.58795 -2.87375 -0.10491  0.091
15 H -0.05776 -2.69392 0.51183  0.030
16 H 0.24345 -2.24754 -1.14913  0.104
17 H -2.19431 0.47756 1.46711  0.003


The following is a DFT calculation (ωB97M-V/def2-TZVPD) of C5H12Cl7HgO2 as an isolated structure at a distorted geometry.

## Properties
- charge = -1
- energy relative to the best compared isomer or geometry (same formula, charge and spin) (eV) = 7.643
- LUMO level (eV) = -2.793
- E_tot (a.u.) = -3722.65907
- Kohn-Sham gap (eV) = 1.933

Each line ends with the Löwdin charge.
Atoms and positions in Å:
1 Hg -4.74633 5.28049 -9.39058  0.139
2 C -2.46554 6.93500 -14.20417  -0.259
3 O -2.24245 6.96085 -12.83502  -0.156
4 H -2.10961 6.03063 -14.69766  0.068
5 H -3.55404 6.88104 -14.22308  0.089
6 H -2.17033 7.83254 -14.74764  0.063
7 C -4.18746 9.87152 -5.48158  -0.253
8 O -3.66926 8.96078 -6.44291  -0.193
9 H -5.23828 9.78537 -5.20507  0.056
10 H -3.58044 9.76868 -4.58211  0.068
11 H -3.92670 10.87140 -5.82849  0.069
12 Cl -2.13203 1.57104 -8.88080  -0.669
13 C -10.72184 1.34568 -11.13071  -1.042
14 Cl -9.09645 1.88507 -11.15618  0.554
15 Cl -11.82209 2.41249 -10.13234  0.438
16 H -11.13314 1.35114 -12.14012  0.021
17 H -10.69924 0.34437 -10.70063  0.022
18 C -10.19986 10.13982 -10.41954  -1.018
19 Cl -9.16035 8.71231 -10.43474  0.483
20 Cl -10.00137 10.87405 -8.81080  0.478
21 H -9.93735 10.78399 -11.25873  0.032
22 H -11.18573 9.68575 -10.51934  0.016
23 C -9.44314 3.71669 -3.62187  -0.984
24 Cl -11.15717 4.31750 -3.90465  0.412
25 Cl -8.53504 4.01462 -5.10088  0.516
26 H -9.04069 4.28778 -2.78522  0.021
27 H -9.50572 2.70185 -3.22909  0.030


The following is a DFT calculation (ωB97M-V/def2-TZVPD) of a 2-piece molecular cluster, C5H12NO2 overall at a distorted geometry.

## Properties
- charge = +1
- energy relative to the best compared isomer or geometry (same formula, charge and spin) (eV) = 2.138
- LUMO level (eV) = -4.518
- E_tot (a.u.) = -402.64327
- Kohn-Sham gap (eV) = 9.234

Each line ends with the Löwdin charge.
Atoms and positions in Å:
1 O -0.91518 -1.15204 -0.58321  0.025
2 C -1.67964 -0.25160 -0.24161  -0.169
3 C -1.14691 1.05664 0.26932  -0.104
4 C -0.27656 1.78556 -0.88183  -0.139
5 C 1.04630 1.24403 -1.44108  -0.115
6 C 2.78429 0.10011 -0.16706  0.153
7 N 1.59231 0.17113 -0.56548  0.029
8 H -2.73939 -0.50516 -0.37560  0.145
9 H -1.95732 1.76169 0.45620  0.120
10 H -0.47234 1.06202 1.11215  0.115
11 H -0.98424 1.80957 -1.71207  0.113
12 H -0.13889 2.84532 -0.67474  0.115
13 H 0.85323 0.70841 -2.37828  0.146
14 H 1.80174 2.02338 -1.53877  0.132
15 H 3.37160 -0.72504 0.22571  0.125
16 H 3.45223 0.94620 -0.33370  0.120
17 H 0.77726 -0.61404 -0.48788  0.186
18 H -1.43684 -3.78215 3.74222  0.035
19 H -1.93216 -4.68376 2.61585  0.024
20 O -1.99950 -3.80027 2.95986  -0.057


The following is a DFT calculation (ωB97M-V/def2-TZVPD) of one molecule with the formula C3H5NO4 at a distorted geometry.

## Properties
- energy relative to the best compared isomer or geometry (same formula, charge and spin) (eV) = 7.735
- LUMO level (eV) = -0.118
- E_tot (a.u.) = -472.78520
- Kohn-Sham gap (eV) = 8.423

Each line ends with the Löwdin charge.
Atoms and positions in Å:
1 C 0.15425 1.80863 0.83638  0.011
2 C -0.70255 0.14517 -0.44901  -0.039
3 C 0.50574 -0.66551 0.01452  -0.457
4 N 2.52228 0.38407 0.41675  -0.038
5 O 3.41996 1.08649 0.01579  0.050
6 O -0.54490 1.61120 -0.19895  -0.104
7 O 1.68818 -0.11511 -0.59275  -0.066
8 O 0.36255 -1.95267 -0.43861  0.019
9 H 0.37500 2.94132 0.92016  0.052
10 H -0.60220 0.18429 -1.60576  0.181
11 H -1.54572 -0.14368 0.00930  0.093
12 H 0.77306 -0.71459 1.13933  0.165
13 H 1.28151 -2.30737 -0.39646  0.133


The following is a DFT calculation (ωB97M-V/def2-TZVPD) of one molecule with the formula C2H2N2O2 at a distorted geometry.

## Properties
- energy relative to the best compared isomer or geometry (same formula, charge and spin) (eV) = 1.555
- LUMO level (alpha / beta) (eV) = 0.460 / -4.069
- 2S+1 = 3
- E_tot (a.u.) = -337.11688
- Kohn-Sham gap (alpha / beta) (eV) = 8.373 / 7.105

Each line ends with the Mulliken spin population.
Atoms and positions in Å:
1 C -0.58764 -0.03992 1.60444  -0.006
2 C 0.20385 1.05211 1.93642  0.066
3 N -1.02696 -0.88202 1.00824  0.053
4 N 1.30018 1.07077 0.79917  0.474
5 O 2.40091 0.75534 1.15668  0.952
6 O 0.89449 1.40610 -0.30872  0.453
7 H -0.23198 2.03235 1.81674  0.009
8 H 0.61478 0.98061 3.06022  0.000


The following is a DFT calculation (ωB97M-V/def2-TZVPD) of one molecule with the formula C5H7NO at a distorted geometry.

## Properties
- energy relative to the best compared isomer or geometry (same formula, charge and spin) (eV) = 1.661
- SMILES = CC(=O)[C@@H](C)C#N
- LUMO level (eV) = 0.638
- E_tot (a.u.) = -324.66344
- Kohn-Sham gap (eV) = 10.608

Each line ends with the Löwdin charge.
Atoms and positions in Å:
1 C 0.58483 -1.25460 -0.94395  -0.259
2 C 0.91566 0.92922 0.12469  -0.347
3 C 2.05776 1.78459 -0.37617  -0.004
4 C 0.54922 -1.25169 1.45932  -0.028
5 C 1.24698 -0.72900 0.18909  -0.241
6 N 0.16043 -1.67118 -1.90292  0.178
7 O -0.11128 1.44577 0.48514  0.100
8 H 1.87116 2.32660 -1.29277  0.093
9 H 2.99392 1.23434 -0.30979  0.077
10 H 2.15802 2.57030 0.35211  0.083
11 H -0.31611 -1.91508 1.05570  0.126
12 H 0.20316 -0.43944 2.04138  0.055
13 H 1.31054 -1.77613 2.02297  0.076
14 H 2.24830 -0.66685 -0.00311  0.091


The following is a DFT calculation (ωB97M-V/def2-TZVPD) of C26H28FNOP2Sc as an isolated structure at a distorted geometry.

## Properties
- charge = +1
- LUMO level (eV) = -4.286
- E_tot (a.u.) = -2680.64795
- Kohn-Sham gap (eV) = 5.629

Each line ends with the Löwdin charge.
Atoms and positions in Å:
1 C -2.24270 2.47277 -2.43586  -0.045
2 C -1.93662 1.22300 -1.89547  -0.241
3 C -0.58656 0.79736 -1.92701  -0.248
4 C 0.42413 1.75094 -2.18803  -0.148
5 C 0.10704 3.01859 -2.70064  -0.022
6 C -1.22912 3.34947 -2.86776  -0.075
7 C 1.73167 1.37324 -1.56719  -0.074
8 C 2.11894 -0.03499 -1.88348  -0.150
9 C 1.06239 -0.94398 -1.65430  -0.249
10 C 1.37264 -2.29405 -1.36060  -0.239
11 C 2.68114 -2.73276 -1.57770  -0.044
12 C 3.68982 -1.83937 -1.96613  -0.080
13 C 3.43409 -0.48630 -2.09367  -0.021
14 H -3.29709 2.77187 -2.51163  0.118
15 H 0.90714 3.71402 -2.98072  0.123
16 H -1.51284 4.30509 -3.31739  0.110
17 H 2.53146 2.10951 -1.70781  0.141
18 H 2.91776 -3.79585 -1.42008  0.119
19 H 4.69551 -2.22849 -2.17526  0.113
20 H 4.22030 0.23166 -2.35355  0.124
21 N -0.24105 -0.47674 -1.48339  -0.021
22 Sc -0.16619 -0.09047 0.74083  0.707
23 C -2.97364 0.37784 -1.19498  -0.269
24 H -2.92723 -0.67106 -1.53145  0.093
25 H -3.98843 0.77727 -1.37557  0.101
26 C 0.31936 -3.20150 -0.77609  -0.273
27 H -0.60068 -3.18746 -1.38328  0.097
28 H 0.69200 -4.23923 -0.70644  0.101
29 P -2.73509 0.33322 0.67651  0.850
30 P -0.19220 -2.70979 0.95348  0.846
31 C 1.00949 -3.63117 1.97169  -0.233
32 H 0.73726 -3.50320 3.02965  0.054
33 H 0.97922 -4.70171 1.71620  0.064
34 H 2.02206 -3.23798 1.80519  0.056
35 C -1.67267 -3.77000 1.13666  -0.236
36 H -1.37939 -4.83056 1.10577  0.067
37 H -2.14669 -3.55580 2.10431  0.047
38 H -2.38758 -3.56671 0.32650  0.049
39 C -3.36329 1.98337 1.14324  -0.232
40 H -4.33059 2.18034 0.65610  0.066
41 H -3.49539 2.01406 2.23443  0.058
42 H -2.64244 2.75761 0.84740  0.047
43 C -4.15697 -0.71999 1.13077  -0.238
44 H -4.13857 -0.88913 2.21563  0.048
45 H -5.10150 -0.22183 0.86264  0.068
46 H -4.10267 -1.68908 0.61577  0.046
47 C -1.03968 -0.71421 2.83686  -0.105
48 O -1.52395 -1.05573 3.83648  0.129
49 H 1.43131 1.28621 -0.39917  0.099
50 F 4.30533 4.02552 1.87234  0.045
51 C 3.28363 3.11005 1.80749  -0.245
52 C 1.98412 3.60800 1.69975  0.016
53 C 0.93598 2.66106 1.64527  -0.126
54 C 1.24359 1.30481 1.71656  -0.304
55 C 2.55437 0.83583 1.81548  -0.129
56 C 3.60830 1.76456 1.87223  0.006
57 H 1.78921 4.67635 1.68601  0.123
58 H -0.09693 3.00355 1.54213  0.091
59 H 2.76975 -0.23984 1.84141  0.099
60 H 4.64876 1.44183 1.98986  0.129


Repeat the third record exactly.
The following is a DFT calculation (ωB97M-V/def2-TZVPD) of C5H12Cl7HgO2 as an isolated structure at a distorted geometry.

## Properties
- charge = -1
- energy relative to the best compared isomer or geometry (same formula, charge and spin) (eV) = 7.643
- LUMO level (eV) = -2.793
- E_tot (a.u.) = -3722.65907
- Kohn-Sham gap (eV) = 1.933

Each line ends with the Löwdin charge.
Atoms and positions in Å:
1 Hg -4.74633 5.28049 -9.39058  0.139
2 C -2.46554 6.93500 -14.20417  -0.259
3 O -2.24245 6.96085 -12.83502  -0.156
4 H -2.10961 6.03063 -14.69766  0.068
5 H -3.55404 6.88104 -14.22308  0.089
6 H -2.17033 7.83254 -14.74764  0.063
7 C -4.18746 9.87152 -5.48158  -0.253
8 O -3.66926 8.96078 -6.44291  -0.193
9 H -5.23828 9.78537 -5.20507  0.056
10 H -3.58044 9.76868 -4.58211  0.068
11 H -3.92670 10.87140 -5.82849  0.069
12 Cl -2.13203 1.57104 -8.88080  -0.669
13 C -10.72184 1.34568 -11.13071  -1.042
14 Cl -9.09645 1.88507 -11.15618  0.554
15 Cl -11.82209 2.41249 -10.13234  0.438
16 H -11.13314 1.35114 -12.14012  0.021
17 H -10.69924 0.34437 -10.70063  0.022
18 C -10.19986 10.13982 -10.41954  -1.018
19 Cl -9.16035 8.71231 -10.43474  0.483
20 Cl -10.00137 10.87405 -8.81080  0.478
21 H -9.93735 10.78399 -11.25873  0.032
22 H -11.18573 9.68575 -10.51934  0.016
23 C -9.44314 3.71669 -3.62187  -0.984
24 Cl -11.15717 4.31750 -3.90465  0.412
25 Cl -8.53504 4.01462 -5.10088  0.516
26 H -9.04069 4.28778 -2.78522  0.021
27 H -9.50572 2.70185 -3.22909  0.030


The lowest E_tot belongs to which entry? C5H12Cl7HgO2